Record 1
An isolated ion of composition C5H9N2S2 and charge +1 at a distorted geometry. Source: the OMol25 dataset; level of theory: the ωB97M-V functional and the def2-TZVPD basis.

The geometry in XYZ format:
```
18
Properties=species:S:1:pos:R:3
C -2.34135 -1.19251 0.42637
C -1.83328 -0.12801 0.94806
S -1.44009 1.33466 -0.20984
C 0.35031 1.15840 -0.00458
N 1.07561 2.42339 -0.08373
N 0.67469 0.39405 -1.21191
C 1.10542 -0.80965 -1.18324
C 1.35989 -1.40589 0.23275
S 1.00925 0.04869 1.31674
H -2.58929 -1.29629 -0.64583
H -2.80933 -2.03209 0.89874
H -1.43936 0.04271 1.95196
H 1.77613 2.44542 0.60035
H 0.47499 3.26370 0.18443
H 0.43502 0.94194 -2.03900
H 1.45104 -1.34894 -2.03285
H 0.46534 -1.96627 0.51469
H 2.27502 -1.87331 0.33688
```

Summary:
energy above the lowest of the compared OMol25 structures with the same formula, charge and spin	67.2	kcal per mole
net charge	+1
maximum force	5.12	eV/A
SMILES string	C=CS[C@]1(N)[NH+]=CCS1
spin multiplicity	1
total energy	-29972.728	eV
lowest unoccupied orbital energy	-4.630	eV

***

Record 2
C3H7BeO2 as an isolated structure at a distorted geometry. Source: the OMol25 dataset; level of theory: the ωB97M-V functional and the def2-TZVPD basis.

The geometry in XYZ format:
```
13
Properties=species:S:1:pos:R:3
O 2.03231 0.47766 -0.81917
C 1.78395 -0.27414 0.20590
C 0.32133 -0.66557 0.29448
O -0.41779 0.39007 -0.31219
C -1.83270 0.21073 -0.31921
Be 0.56057 1.56037 -0.46273
H 2.43310 -1.16589 0.26743
H 0.04409 -0.73908 1.36010
H 0.13765 -1.62301 -0.21808
H -2.16743 -0.15060 0.66224
H -2.27615 1.18751 -0.53552
H -2.10156 -0.51676 -1.09587
H 1.48262 1.30872 0.97263
```

Summary:
energy above the lowest of the compared OMol25 structures with the same formula, charge and spin	9.0	kcal per mole
net charge	+1
maximum force	4.75	eV/A
spin multiplicity	1
total energy	-7710.159	eV
lowest unoccupied orbital energy	-6.074	eV

***

Record 3
A 2-piece molecular cluster, C7H11N2O2 overall at a distorted geometry. Source: the OMol25 dataset; level of theory: the ωB97M-V functional and the def2-TZVPD basis.

The geometry in XYZ format:
```
22
Properties=species:S:1:pos:R:3
C 1.11090 0.70464 0.19314
C 1.18576 0.22598 1.62641
C 1.56133 2.15312 0.00158
O 1.46085 2.72104 -1.05884
O 1.81314 2.87312 1.14129
H 1.75496 0.28695 -0.60273
H 0.21593 0.72262 -0.40912
H 0.32458 0.74068 2.04851
H 2.18138 0.34002 2.04423
H 0.93385 -0.82520 1.76598
C -0.83790 -0.97341 -2.29420
C -1.62790 -0.34328 0.15436
C -1.31083 -1.20986 -0.88856
C -1.57067 -2.34271 0.90526
N -1.83319 -1.08937 1.26979
N -1.21623 -2.46547 -0.41147
H -2.01111 0.65042 -0.03506
H 1.36269 3.71721 1.07221
H -1.54437 -1.41346 -2.99987
H 0.17311 -1.34404 -2.45707
H -1.30407 -3.22846 1.46425
H -0.82222 0.09946 -2.53011
```

Summary:
energy above the lowest of the compared OMol25 structures with the same formula, charge and spin	46.5	kcal per mole
net charge	-1
maximum force	3.72	eV/A
spin multiplicity	1
total energy	-14512.946	eV
lowest unoccupied orbital energy	3.086	eV

***

Record 4
C6H8 as an isolated structure at a distorted geometry. Source: the OMol25 dataset; level of theory: the ωB97M-V functional and the def2-TZVPD basis.

The geometry in XYZ format:
```
14
Properties=species:S:1:pos:R:3
C 0.71280 -1.71121 0.11040
C -0.61083 -1.67854 0.12132
C 0.70119 -0.22243 0.07113
C -0.64254 -0.13027 0.08731
C 1.80474 0.79488 -0.05541
C -1.82093 0.86528 0.06959
H 1.45191 -2.46558 -0.06588
H -1.40984 -2.42311 -0.18073
H 2.41152 0.74519 -1.08095
H 2.41242 0.88887 0.91591
H 1.25347 1.82968 -0.06069
H -2.68773 0.49026 -0.39255
H -1.50158 1.77182 -0.62709
H -2.07459 1.24514 1.08765
```

Summary:
energy above the lowest of the compared OMol25 structures with the same formula, charge and spin	83.4	kcal per mole
maximum force	3.83	eV/A
spin multiplicity	1
total energy	-6347.167	eV
lowest unoccupied orbital energy	0.650	eV

***

Record 5
A 9-piece molecular cluster, C36H96ClN12O20P4 overall at a distorted geometry. Source: the OMol25 dataset; level of theory: the ωB97M-V functional and the def2-TZVPD basis.

The geometry in XYZ format:
```
169
Properties=species:S:1:pos:R:3
Cl -0.04555 0.16655 -1.86991
O -0.43286 0.73151 -3.13349
O -0.91207 -0.81757 -1.36087
O 1.18012 -0.34162 -2.19952
O 0.27515 1.19268 -0.83816
O 6.86522 5.44356 -1.56595
P 6.94300 6.77252 -0.82932
N 8.37646 7.14445 0.00557
C 9.58888 6.49656 -0.21258
C 8.46829 8.42466 0.83843
N 5.62280 7.07755 0.23539
C 5.68497 6.48922 1.60790
C 4.32396 7.02560 -0.34596
N 6.97352 8.21299 -1.89824
C 7.82945 8.30897 -3.07623
C 6.51428 9.49396 -1.41162
H 10.09660 6.42664 0.74942
H 10.28327 7.02695 -0.86421
H 9.44431 5.45295 -0.49196
H 9.23828 8.52404 1.60351
H 7.53375 8.37975 1.39766
H 8.61117 9.23263 0.12089
H 6.52839 6.89264 2.16824
H 4.77482 6.67952 2.17666
H 5.75564 5.40390 1.53580
H 4.23428 6.05963 -0.84292
H 3.56207 7.26100 0.39715
H 4.20255 7.73242 -1.16680
H 7.51002 7.78171 -3.97516
H 7.77030 9.35384 -3.38096
H 8.85103 8.01667 -2.83325
H 7.19007 10.32149 -1.62745
H 6.23185 9.50039 -0.35887
H 5.53128 9.70288 -1.83372
O -6.47582 -3.13333 6.07071
P -6.79263 -3.68082 4.74352
N -6.62928 -5.38332 4.65820
C -6.91648 -6.19643 3.48865
C -6.31059 -6.25129 5.81620
N -5.94200 -3.05447 3.44015
C -6.13881 -1.63865 3.02745
C -4.60367 -3.45760 3.20429
N -8.39459 -3.30877 4.33254
C -9.25263 -2.84140 5.36530
C -9.01994 -3.63216 2.95577
H -6.94493 -5.57707 2.59217
H -7.81033 -6.81987 3.50948
H -6.13386 -6.94684 3.37689
H -6.24290 -7.31571 5.59146
H -7.10543 -6.17061 6.55771
H -5.33131 -5.96129 6.19702
H -5.87017 -1.50804 1.97918
H -7.19372 -1.36690 3.06523
H -5.47354 -0.95709 3.55754
H -3.91424 -2.63182 3.37994
H -4.39762 -4.26924 3.90207
H -4.60699 -4.03264 2.27833
H -10.04894 -2.25559 4.90615
H -9.57400 -3.69139 5.96724
H -8.70312 -2.09038 5.93286
H -9.62311 -2.80748 2.57604
H -9.80491 -4.37219 3.11154
H -8.25425 -3.97643 2.26059
O -0.55303 7.60431 6.44132
P -1.72468 6.83818 6.96456
N -3.02912 7.76235 7.47444
C -2.82557 9.15972 7.96503
C -4.22659 7.13232 7.93191
N -1.42326 5.89558 8.36273
C -1.99012 4.58011 8.66484
C -0.41785 6.33559 9.29033
N -2.33859 5.66502 5.74925
C -1.56898 4.37887 5.47275
C -3.21712 6.08309 4.73530
H -2.33641 9.74401 7.18564
H -2.12405 8.99546 8.78295
H -3.75377 9.69018 8.17753
H -5.03440 7.33450 7.22859
H -4.49358 7.49733 8.92368
H -4.13468 6.04654 7.95861
H -1.36224 3.76633 8.30203
H -2.16437 4.55365 9.74050
H -3.00351 4.56296 8.26379
H -0.71123 7.25729 9.79282
H -0.31441 5.52222 10.00854
H 0.53754 6.50958 8.79532
H -2.14102 3.48382 5.71716
H -1.14404 4.31055 4.47132
H -0.66826 4.34495 6.08565
H -2.83310 6.93342 4.17176
H -4.15942 6.35701 5.20980
H -3.36862 5.36708 3.92755
O 4.01074 -4.61797 -4.39831
P 3.57255 -6.05976 -4.38698
N 2.01651 -6.29846 -5.02561
C 1.27979 -5.09878 -5.56306
C 1.22910 -7.57878 -5.09741
N 3.37796 -6.54300 -2.79046
C 4.49075 -6.83608 -1.89298
C 2.09725 -6.20356 -2.08923
N 4.42368 -7.27593 -5.26932
C 5.19853 -6.99760 -6.47406
C 4.36947 -8.64902 -5.02020
H 0.86329 -5.25590 -6.55801
H 1.86983 -4.18231 -5.55747
H 0.41299 -4.78185 -4.98313
H 1.84588 -8.35199 -4.63932
H 1.13850 -7.86454 -6.14538
H 0.28622 -7.56418 -4.55074
H 4.13131 -7.22297 -0.93945
H 5.13177 -7.60929 -2.31647
H 5.19092 -6.03725 -1.64858
H 2.22050 -6.24944 -1.00719
H 1.87123 -5.15153 -2.26319
H 1.26742 -6.79431 -2.47714
H 6.00094 -7.68452 -6.74315
H 4.48372 -6.85736 -7.28490
H 5.60875 -5.98967 -6.53635
H 3.78874 -8.77978 -4.10711
H 5.39650 -9.01397 -5.03276
H 3.83046 -9.20602 -5.78658
C -6.09655 -5.52824 -8.45771
O -5.44659 -4.66761 -7.46951
C -6.09667 -3.51396 -7.28492
O -7.14200 -3.09523 -7.80186
O -5.23007 -2.81232 -6.45870
C -5.48263 -1.54178 -6.21267
H -6.04214 -6.58690 -8.20400
H -5.55935 -5.35609 -9.39039
H -7.18077 -5.42214 -8.49387
H -4.79860 -1.05711 -5.51603
H -6.43354 -1.46862 -5.68492
H -5.60874 -0.88267 -7.07161
C 2.25760 7.93515 -6.22190
O 2.91127 6.71489 -5.86396
C 2.35191 5.49331 -6.35131
O 2.80984 4.37051 -6.14703
O 1.20690 5.77459 -7.06815
C 0.58373 4.66100 -7.63957
H 2.63520 8.68151 -5.52301
H 1.17183 8.01886 -6.17500
H 2.68879 8.07930 -7.21255
H -0.42219 4.91389 -7.97463
H 0.28835 3.96665 -6.85297
H 1.18968 4.22827 -8.43559
C 4.32005 -1.82990 2.44347
O 5.67239 -1.43677 2.77748
C 6.47810 -0.96427 1.87401
O 6.15285 -0.46156 0.80053
O 7.78638 -1.14429 2.24033
C 8.95728 -0.80554 1.46913
H 3.91785 -1.73496 1.43486
H 3.65434 -1.10257 2.90814
H 4.07152 -2.84148 2.76449
H 9.19849 0.25693 1.43663
H 8.72315 -1.19772 0.47945
H 9.77503 -1.45890 1.77328
C -4.74418 -11.45093 -2.47094
O -4.30350 -10.14689 -1.92431
C -4.43707 -9.05959 -2.74119
O -4.96439 -9.06739 -3.86878
O -4.00478 -8.00365 -2.13303
C -4.00256 -6.79731 -2.80894
H -4.13458 -11.71981 -3.33362
H -5.81586 -11.43578 -2.66932
H -4.64104 -12.24877 -1.73547
H -3.78819 -6.93198 -3.86913
H -3.35854 -6.03663 -2.36768
H -5.04427 -6.48346 -2.74239
```

Summary:
net charge	-1
maximum force	6.45	eV/A
spin multiplicity	1
total energy	-147389.625	eV
lowest unoccupied orbital energy	1.722	eV

***

Record 6
An isolated ion of composition C4H10N5 and charge +1 at a distorted geometry. Source: the OMol25 dataset; level of theory: the ωB97M-V functional and the def2-TZVPD basis.

The geometry in XYZ format:
```
19
Properties=species:S:1:pos:R:3
C -1.01050 2.20890 -1.12287
C -0.99602 0.66846 -1.71110
N 0.37442 -0.02100 -1.56212
N 0.05759 -1.17539 -0.81186
C 0.45149 -1.17410 0.50350
N 0.08975 -2.37404 1.35072
C 0.66208 -1.92128 2.68460
N 1.31868 -0.53739 2.50147
N 1.22394 -0.06161 1.18258
H -2.11414 2.61311 -1.29682
H -0.26614 2.85913 -1.75077
H -0.80807 2.23533 0.04301
H -1.38892 0.57703 -2.82253
H -1.78795 0.06750 -1.05229
H 0.72726 -0.33333 -2.50556
H -0.49022 -1.92283 -1.29746
H 0.56595 -2.57026 3.66125
H 1.80676 0.03620 3.25103
H 1.58404 0.82557 0.75523
```

Summary:
energy above the lowest of the compared OMol25 structures with the same formula, charge and spin	170.6	kcal per mole
net charge	+1
maximum force	8.38	eV/A
SMILES string	CCNNc1nc[nH][nH+]1
spin multiplicity	1
total energy	-11748.578	eV
lowest unoccupied orbital energy	-4.172	eV

***

What did the third record say?
A 2-piece molecular cluster, C7H11N2O2 overall at a distorted geometry. Source: the OMol25 dataset; level of theory: the ωB97M-V functional and the def2-TZVPD basis.

The geometry in XYZ format:
```
22
Properties=species:S:1:pos:R:3
C 1.11090 0.70464 0.19314
C 1.18576 0.22598 1.62641
C 1.56133 2.15312 0.00158
O 1.46085 2.72104 -1.05884
O 1.81314 2.87312 1.14129
H 1.75496 0.28695 -0.60273
H 0.21593 0.72262 -0.40912
H 0.32458 0.74068 2.04851
H 2.18138 0.34002 2.04423
H 0.93385 -0.82520 1.76598
C -0.83790 -0.97341 -2.29420
C -1.62790 -0.34328 0.15436
C -1.31083 -1.20986 -0.88856
C -1.57067 -2.34271 0.90526
N -1.83319 -1.08937 1.26979
N -1.21623 -2.46547 -0.41147
H -2.01111 0.65042 -0.03506
H 1.36269 3.71721 1.07221
H -1.54437 -1.41346 -2.99987
H 0.17311 -1.34404 -2.45707
H -1.30407 -3.22846 1.46425
H -0.82222 0.09946 -2.53011
```

Summary:
energy above the lowest of the compared OMol25 structures with the same formula, charge and spin	46.5	kcal per mole
net charge	-1
maximum force	3.72	eV/A
spin multiplicity	1
total energy	-14512.946	eV
lowest unoccupied orbital energy	3.086	eV

***

The highest maximum force belongs to which entry? C4H10N5

***

Among the records above, which one has the lowest lowest unoccupied orbital energy? C3H7BeO2

***

What is the lowest unoccupied orbital energy in the first record? -4.630 eV